Formula: C6H14NO3S
Source: OMol25
Level of theory: the ωB97M-V functional and the def2-TZVPD basis

```
25
Properties=species:S:1:pos:R:3:forces:R:3
C -1.6809 -0.5421 -0.1261 2.3 2.2 -0.9
C 2.9970 -1.0051 0.3721 -0.5 0.4 3.6
C 0.8898 1.7211 0.5301 3.6 0.7 -2.3
C 1.5205 -0.7644 0.2199 -1.2 -0.9 -1.9
C -0.5329 0.3735 -0.8189 -0.6 0.0 0.1
C 0.9411 0.5325 -0.4248 1.0 0.1 -0.5
N -0.9818 -0.9213 -1.3701 1.2 -3.1 -1.7
O -3.9996 -0.6810 0.8797 -1.4 -1.1 2.7
O -2.9917 1.5719 0.1501 2.1 -2.7 0.3
O -1.3584 -1.3546 0.9092 -0.4 0.2 -0.7
S -3.5266 0.0528 -0.2175 2.2 1.4 -2.4
H 3.4631 -0.6205 -0.4249 2.0 0.8 -3.4
H 3.2613 -2.0330 0.5819 -0.2 -0.3 -0.4
H 3.5055 -0.4363 1.2022 -1.0 -0.3 -0.4
H 0.1373 2.3634 0.1755 -0.7 1.4 -0.1
H 0.7488 1.4749 1.4974 -1.0 -1.1 3.2
H 1.9145 2.2326 0.5695 -1.5 -0.4 -0.4
H 0.9588 -0.9487 1.0828 -0.4 0.3 2.0
H 1.0584 -1.6591 -0.3213 1.2 0.7 -0.1
H -0.7630 1.3060 -1.3878 -0.8 -1.3 0.3
H 1.5283 0.9709 -1.3725 -1.2 -1.6 1.7
H -3.6175 2.2458 0.1678 -2.3 1.8 -0.1
H -0.2286 -1.7368 -1.2909 -1.8 2.1 0.3
H -1.4372 -1.0893 -2.2930 -0.1 0.7 0.9
H -1.8063 -1.0534 1.7097 -0.3 0.0 0.2
```
Forces are in eV/Å.

Multiplicity: 1
Net charge: +1

Results of the Löwdin charge analysis, in e, for atoms 1 through 6:
1 C -0.4364
2 C -0.0667
3 C -0.0447
4 C -0.2111
5 C -0.1287
6 C -0.2933

---

Formula: C6H14NOPS
Source: OMol25
Level of theory: the ωB97M-V functional and the def2-TZVPD basis

```
24
Properties=species:S:1:pos:R:3:forces:R:3
C 2.0556 0.9182 1.0468 -0.8 -1.3 1.1
C 0.7221 0.9632 1.7653 1.1 -1.6 2.6
C 1.6319 1.3148 -0.2970 0.2 0.1 -2.1
C -0.2259 -0.1593 1.2865 1.6 -0.3 0.1
C 0.7659 0.2612 -1.0171 -0.1 1.7 -1.3
C -0.5258 0.1012 -0.1674 0.5 -0.8 -2.1
N -1.0730 -2.8433 -0.6932 1.0 0.2 -0.9
O -2.9138 -1.2738 -0.0166 0.7 0.8 -0.3
P -1.5007 -1.3660 -0.7680 -1.1 1.9 -1.5
S -2.3523 -0.0762 -3.3717 -0.4 -1.3 3.0
H 2.7896 1.6184 1.4970 -0.3 -0.7 -0.2
H 2.3290 -0.1808 1.1369 0.6 1.4 -0.4
H 1.0418 0.6799 2.8059 -1.2 0.9 -0.3
H 0.3453 1.9611 1.5979 -0.6 0.2 0.8
H 0.9953 2.1845 -0.2107 0.1 0.6 -0.1
H 2.4953 1.6175 -0.8441 0.5 0.1 -1.1
H 0.3852 -1.1583 1.3755 -1.5 1.6 0.1
H -1.1737 -0.1328 1.8291 0.3 -0.4 0.3
H 0.6232 0.5660 -2.1448 -0.3 -0.5 2.3
H 1.3496 -0.6149 -1.0507 0.5 -1.5 0.0
H -1.0859 1.0230 -0.3406 -0.5 -0.3 0.1
H -0.2520 -3.0359 -1.2874 -0.4 -0.2 0.6
H -2.9667 -2.1348 0.3933 -0.7 -0.8 0.4
H -3.4602 -0.2328 -2.5247 0.9 0.3 -1.1
```
Forces are in eV/Å.

Multiplicity: 1

Results of the Löwdin charge analysis, in e, for atoms 1 through 6:
1 C -0.2261
2 C -0.2258
3 C -0.2482
4 C -0.2077
5 C -0.1939
6 C -0.4181

---

Formula: C6H14NP
Source: OMol25
Level of theory: the ωB97M-V functional and the def2-TZVPD basis

```
22
Properties=species:S:1:pos:R:3:forces:R:3
C -0.2270 -2.3019 -0.5099 2.6 -1.4 -3.3
C -1.4466 1.8344 -0.8931 0.9 0.3 0.7
C -0.0802 0.9076 1.6818 -0.4 0.1 -2.5
C -0.3554 -1.3134 0.6021 -2.9 0.6 -1.9
C -0.0765 1.0934 -0.8431 -0.6 -2.5 1.3
C 0.2435 0.1071 0.3622 -0.4 0.3 0.9
N 1.6963 -0.2445 0.3991 -2.1 0.9 2.1
P 2.6540 -0.1002 -0.7673 1.5 0.4 -2.1
H -0.8642 -3.1636 -0.6718 -0.8 0.1 0.9
H -0.1742 -1.9136 -1.5480 -0.5 0.6 0.4
H 0.7838 -2.8135 -0.5629 -0.7 0.6 0.7
H -2.2484 1.3190 -0.3069 0.9 0.4 0.0
H -1.8455 1.6989 -1.9519 0.6 1.4 1.2
H -1.1725 2.8848 -0.3865 -1.5 -2.0 -1.8
H 0.5971 1.7581 1.5984 -0.3 0.2 0.9
H 0.0632 0.2490 2.4769 0.8 -0.7 1.6
H -1.1574 1.1874 1.7405 0.8 0.1 -0.4
H 0.3158 -1.6779 1.3079 0.2 -0.6 2.2
H -1.4731 -1.3144 0.8616 1.7 0.4 0.3
H 0.0580 0.4618 -1.6855 -0.1 -0.4 -1.3
H 0.8325 1.6627 -0.8259 -0.1 1.3 -0.1
H 3.8772 -0.3212 -0.0778 0.2 -0.4 0.1
```
Forces are in eV/Å.

Multiplicity: 1

Results of the Löwdin charge analysis, in e, for atoms 1 through 6:
1 C -0.1475
2 C -0.0972
3 C -0.0439
4 C -0.2255
5 C -0.2620
6 C -0.5710

---

In eV, the HOMO energy values for the records above are, in order, -13.99, -8.36, -8.63.
In eV/Å, the maximum force values for the records above are, in order, 4.3, 3.3, 4.4.